(1)
The following is a DFT calculation (ωB97M-V/def2-TZVPD) of a 13-piece molecular cluster, C36H54Cl24NO4PS overall in a non-equilibrium geometry.

Strongest force on any atom ... 5.2 eV/Å
Orbital gap ... 0.2652 hartree

```
121
C36H54Cl24NO4PS | OMol25 | ωB97M-V/def2-TZVPD
C 6.07 0.24 -0.84
C 4.62 0.17 -0.99
C 4.02 0.39 -2.47
C 2.42 0.47 -2.50
C 1.79 1.82 -2.92
C 0.25 1.93 -3.01
C -0.76 0.77 -2.70
C -0.08 -0.58 -2.24
C -1.07 -1.78 -1.86
C -1.39 -1.60 -0.27
O -0.20 -1.24 0.48
C -0.36 -0.02 1.20
O -1.18 0.13 2.14
C 0.65 1.17 0.78
C 1.18 1.93 2.12
C 1.48 -0.75 -2.14
P 2.36 -2.33 -1.64
O 1.34 -3.40 -0.77
O 3.02 -3.15 -3.00
N -2.22 0.91 -2.84
C -2.73 2.18 -2.29
C -4.07 2.18 -1.46
C -4.81 0.78 -1.32
C -5.32 0.42 0.16
C -6.65 1.23 0.60
C -4.14 0.47 1.28
C -4.58 3.52 -0.83
C -3.85 4.89 -0.99
C -2.56 4.90 -1.85
C -2.05 3.58 -2.46
S -0.49 3.57 -3.51
H 6.65 -0.65 -1.29
H 6.63 1.10 -0.34
H 3.97 0.00 -0.07
H 4.42 1.42 -2.82
H 4.45 -0.36 -3.24
H 2.42 2.73 -3.16
H -2.06 -1.66 -2.43
H -0.67 -2.82 -2.11
H -2.28 -0.90 -0.08
H -1.70 -2.65 0.09
H 0.13 1.96 0.12
H 1.59 0.75 0.24
H 0.31 2.23 2.79
H 1.91 1.26 2.71
H 1.78 2.85 1.79
H 1.96 -3.93 -0.21
H 3.98 -3.28 -2.80
H -2.47 0.93 -3.85
H -4.21 -0.12 -1.70
H -5.75 0.84 -1.99
H -5.64 -0.70 0.12
H -7.19 1.72 -0.29
H -7.37 0.61 1.24
H -6.29 2.10 1.27
H -3.82 -0.62 1.53
H -4.58 0.89 2.26
H -3.28 1.12 0.91
H -5.55 3.55 -0.21
H -4.23 5.84 -0.49
H -1.94 5.85 -2.07
C -0.90 -5.92 1.00
Cl -2.40 -5.04 0.72
Cl -1.12 -7.19 2.22
H -0.58 -6.38 0.07
H -0.14 -5.23 1.35
C 2.84 -6.49 2.38
Cl 4.57 -6.41 2.02
Cl 2.09 -4.90 2.27
H 2.37 -7.16 1.67
H 2.71 -6.88 3.39
C -4.06 -8.12 -0.91
Cl -5.50 -7.80 -1.88
Cl -2.61 -8.17 -1.92
H -3.95 -7.33 -0.17
H -4.18 -9.08 -0.41
C 7.86 1.88 2.49
Cl 6.16 2.16 2.87
Cl 8.21 2.25 0.79
H 8.48 2.52 3.12
H 8.10 0.83 2.67
C 10.63 5.20 3.49
Cl 8.95 5.67 3.82
Cl 10.84 3.46 3.64
H 10.88 5.51 2.48
H 11.28 5.70 4.20
C -7.03 -4.96 -3.42
Cl -7.59 -4.20 -1.93
Cl -8.33 -5.09 -4.61
H -6.22 -4.36 -3.85
H -6.66 -5.96 -3.19
C -4.35 6.36 2.63
Cl -3.95 7.56 1.39
Cl -5.84 5.50 2.22
H -3.54 5.64 2.70
H -4.48 6.86 3.58
C 8.06 9.09 3.12
Cl 6.67 9.46 2.10
Cl 9.55 9.00 2.16
H 8.17 9.87 3.87
H 7.90 8.13 3.60
C -5.95 -2.36 3.21
Cl -7.39 -2.03 2.24
Cl -4.49 -2.40 2.20
H -5.84 -1.57 3.95
H -6.06 -3.32 3.70
C -1.81 -10.19 -5.16
Cl -0.90 -11.63 -5.61
Cl -3.54 -10.41 -5.45
H -1.65 -9.98 -4.11
H -1.46 -9.35 -5.76
C 12.59 8.08 6.08
Cl 13.47 6.61 5.65
Cl 10.86 7.90 5.73
H 12.72 8.27 7.14
H 12.98 8.91 5.50
C -7.76 -1.11 -4.26
Cl -6.08 -0.67 -4.62
Cl -8.09 -1.00 -2.53
H -8.43 -0.43 -4.79
H -7.93 -2.13 -4.59
```

Löwdin population analysis, charges in e, atoms 1 to 6: number 1, C, carries -0.057; number 2, C, carries -0.172; number 3, C, carries -0.194; number 4, C, carries -0.173; number 5, C, carries -0.038; number 6, C, carries -0.384


(2)
The following is a DFT calculation (ωB97M-V/def2-TZVPD) of C36H54Cl2CsN5O8S6 as an isolated structure in a non-equilibrium geometry.

Strongest force on any atom ... 1.2 eV/Å
Net charge ... -2
Relative energy (zero: lowest compared OMol25 entry of this formula, charge and spin) ... 20.4 kJ/mol
Orbital gap ... 0.2104 hartree

```
112
C36H54Cl2CsN5O8S6 | OMol25 | ωB97M-V/def2-TZVPD
Cs -0.53 -0.01 0.99
C -2.53 5.01 -0.16
C -3.37 4.46 0.99
S -2.42 3.37 2.06
C -3.73 2.79 3.15
C -4.85 1.95 2.52
S -4.27 0.49 1.59
C -5.22 0.75 0.07
C -4.79 -0.15 -1.09
S -3.03 -0.27 -1.49
C -2.59 1.36 -2.16
C -2.91 2.53 -1.22
S -1.60 3.80 -1.16
H -1.77 5.69 0.23
H -3.18 5.59 -0.82
H -4.23 3.91 0.58
H -3.77 5.30 1.56
H -4.19 3.64 3.67
H -3.22 2.17 3.88
H -5.45 2.55 1.83
H -5.50 1.61 3.32
H -5.13 1.80 -0.22
H -6.28 0.56 0.27
H -5.35 0.13 -1.98
H -5.05 -1.19 -0.86
H -3.07 1.50 -3.12
H -1.50 1.31 -2.34
H -3.02 2.16 -0.20
H -3.84 3.01 -1.52
O 1.58 0.62 -0.49
S 2.36 0.70 -1.76
C 3.91 -0.22 -1.35
C 4.22 -0.35 0.14
C 3.49 -1.56 0.73
C 3.77 -1.88 2.20
S 2.54 -1.21 3.38
O 1.23 -1.31 2.67
C 3.11 0.50 3.39
C 4.18 0.77 4.23
C 4.70 2.06 4.27
C 4.14 3.06 3.49
C 3.05 2.78 2.68
C 2.52 1.49 2.63
C 3.06 2.36 -1.72
C 4.23 2.73 -2.38
C 4.65 4.06 -2.34
C 3.91 5.01 -1.66
C 2.73 4.63 -1.02
C 2.30 3.32 -1.05
H 4.73 0.25 -1.90
H 3.75 -1.21 -1.79
H 3.93 0.57 0.66
H 5.30 -0.48 0.28
H 3.76 -2.44 0.15
H 2.41 -1.43 0.58
H 4.75 -1.54 2.54
H 3.70 -2.95 2.38
H 4.61 -0.01 4.85
H 5.55 2.28 4.91
H 4.55 4.06 3.52
H 2.61 3.55 2.06
H 1.69 1.27 1.98
H 4.80 2.01 -2.95
H 5.56 4.34 -2.86
H 4.24 6.04 -1.63
H 2.13 5.38 -0.51
H 1.36 3.01 -0.62
C -0.11 -5.07 -2.93
O 0.13 -3.69 -2.61
C 0.42 -3.34 -1.34
O 0.45 -2.17 -1.03
N 0.77 -4.36 -0.48
N 0.73 -4.09 0.91
H -0.43 -5.08 -3.97
H -0.89 -5.49 -2.29
H 0.80 -5.67 -2.83
H 0.45 -5.29 -0.67
H -0.25 -3.92 1.15
H 1.19 -3.19 1.06
O -2.93 0.17 4.63
C -1.71 0.33 4.44
O -1.15 1.01 3.53
H -1.03 -0.17 5.17
N -3.42 -6.15 1.46
C -2.39 -6.32 0.56
O -2.00 -5.37 -0.11
C -1.81 -7.64 0.48
C -0.71 -7.82 -0.39
N 0.19 -7.96 -1.10
C -2.32 -8.72 1.24
N -2.79 -9.56 1.88
H -3.93 -5.28 1.36
H -3.93 -6.96 1.79
C 1.76 2.28 -4.81
C 0.37 1.94 -4.21
C -0.62 2.98 -4.78
C -0.04 0.54 -4.72
O 0.39 1.99 -2.84
H 1.72 2.33 -5.91
H 2.49 1.52 -4.53
H 2.09 3.24 -4.42
H -0.67 2.96 -5.87
H -0.32 3.98 -4.45
H -1.62 2.79 -4.38
H 0.02 0.46 -5.81
H -1.06 0.31 -4.41
H 0.61 -0.21 -4.26
Cl -1.91 -3.05 2.85
C -1.39 -4.42 3.83
Cl -1.39 -4.03 5.57
H -0.38 -4.68 3.54
H -2.08 -5.23 3.66
```

Löwdin population analysis, charges in e, atoms 1 to 6: number 1, Cs, carries 1.100; number 2, C, carries -0.557; number 3, C, carries -0.557; number 4, S, carries 0.865; number 5, C, carries -0.530; number 6, C, carries -0.504


(3)
The following is a DFT calculation (ωB97M-V/def2-TZVPD) of C36H54F12FeO27P2 as an isolated structure in a non-equilibrium geometry.

Multiplicity ... 5
Strongest force on any atom ... 2.3 eV/Å
Relative energy (zero: lowest compared OMol25 entry of this formula, charge and spin) ... 0.0 kJ/mol
Orbital gap (spin up / spin down) ... 0.3513 / 0.3239 hartree

```
132
C36H54F12FeO27P2 | OMol25 | ωB97M-V/def2-TZVPD
Fe 1.35 2.08 -0.42
P 0.22 -0.60 0.19
F -0.22 0.76 -0.59
F 1.81 -0.04 0.24
F 0.03 0.22 1.58
F 0.69 -1.87 1.06
F -1.28 -1.10 0.20
F 0.58 -1.34 -1.16
P 1.18 2.01 -3.56
F 2.42 3.03 -3.57
F 1.92 1.26 -2.24
F 0.45 2.93 -2.38
F -0.01 0.96 -3.41
F 0.49 2.79 -4.73
F 1.95 1.03 -4.56
C -1.28 -2.75 3.54
C -0.01 -3.48 3.89
C 1.28 -2.60 3.86
O 1.81 -2.75 5.17
C 1.07 -3.60 5.91
O 1.34 -3.96 7.00
O -0.05 -3.96 5.23
H -1.47 -1.95 4.25
H -2.15 -3.41 3.62
H -1.25 -2.38 2.52
H 0.14 -4.30 3.17
H 1.07 -1.56 3.64
H 1.96 -3.02 3.12
C -1.20 1.18 4.22
C -1.52 2.15 5.34
C -1.81 1.53 6.71
O -0.79 2.07 7.55
C -0.06 3.00 6.89
O 0.81 3.63 7.36
O -0.43 3.04 5.58
H -0.38 0.50 4.47
H -0.93 1.74 3.33
H -2.10 0.60 4.01
H -2.40 2.72 5.02
H -1.75 0.45 6.72
H -2.79 1.83 7.10
C -3.00 6.00 2.61
C -2.86 5.32 1.26
C -2.28 6.18 0.14
O -1.43 5.25 -0.57
C -1.18 4.22 0.22
O -0.47 3.29 -0.06
O -1.83 4.30 1.38
H -3.92 6.57 2.68
H -2.12 6.60 2.83
H -3.08 5.24 3.39
H -3.83 4.87 1.00
H -1.71 7.02 0.53
H -3.05 6.55 -0.53
C 1.99 -3.45 -6.44
C 0.94 -3.42 -5.35
C 0.54 -2.02 -4.85
O -0.88 -2.08 -4.77
C -1.33 -3.14 -5.50
O -2.48 -3.40 -5.64
O -0.29 -3.86 -5.97
H 2.11 -4.48 -6.78
H 2.97 -3.13 -6.09
H 1.69 -2.81 -7.26
H 1.15 -4.13 -4.55
H 0.85 -1.30 -5.60
H 0.99 -1.73 -3.91
C -4.04 -2.15 -2.02
C -4.38 -0.68 -2.10
C -3.13 0.20 -2.32
O -3.39 0.88 -3.55
C -4.61 0.57 -4.01
O -5.15 1.07 -4.95
O -5.16 -0.42 -3.27
H -3.38 -2.44 -2.84
H -4.93 -2.77 -2.15
H -3.57 -2.37 -1.07
H -4.93 -0.34 -1.22
H -2.25 -0.42 -2.48
H -2.92 0.91 -1.53
C -3.78 1.50 1.95
C -5.01 1.82 1.15
C -5.98 2.80 1.81
O -6.27 3.76 0.80
C -5.37 3.63 -0.22
O -5.25 4.43 -1.09
O -4.61 2.54 -0.04
H -4.04 0.96 2.86
H -3.27 2.42 2.24
H -3.10 0.84 1.40
H -5.49 0.89 0.82
H -5.52 3.34 2.64
H -6.88 2.33 2.19
C 7.75 2.01 0.97
C 6.50 2.86 1.08
C 6.26 3.85 -0.06
O 4.90 3.59 -0.45
C 4.48 2.48 0.13
O 3.39 1.98 -0.10
O 5.36 1.95 0.93
H 8.64 2.60 1.21
H 7.81 1.52 0.00
H 7.68 1.19 1.69
H 6.42 3.25 2.09
H 6.96 3.68 -0.88
H 6.31 4.89 0.25
C 4.05 -3.04 -2.65
C 4.21 -1.73 -1.96
C 4.78 -1.71 -0.53
O 5.90 -0.82 -0.62
C 6.08 -0.40 -1.88
O 6.94 0.36 -2.21
O 5.18 -0.95 -2.71
H 3.48 -2.94 -3.58
H 3.56 -3.82 -2.06
H 5.01 -3.45 -2.97
H 3.32 -1.10 -1.98
H 5.13 -2.70 -0.22
H 4.10 -1.26 0.19
C -1.51 -4.79 0.02
C -0.58 -4.50 -1.13
C 0.91 -4.84 -0.99
O 1.22 -5.55 -2.18
C 0.08 -5.83 -2.87
O 0.05 -6.47 -3.87
O -0.98 -5.25 -2.29
H -2.49 -5.12 -0.33
H -1.57 -4.00 0.77
H -1.12 -5.66 0.57
H -0.59 -3.44 -1.42
H 1.09 -5.49 -0.13
H 1.52 -3.94 -0.87
```

Löwdin population analysis, charges in e, atoms 1 to 6: number 1, Fe, carries 1.069; number 2, P, carries 0.199; number 3, F, carries -0.172; number 4, F, carries -0.189; number 5, F, carries -0.148; number 6, F, carries -0.131